(1)
The following is a DFT calculation (ωB97M-V with the def2-TZVPD basis set) of 4 unconnected molecules or ions with the total composition C25H39Br6N5O in a non-equilibrium geometry.

XYZ file:
```
76
Properties=species:S:1:pos:R:3:forces:R:3:mulliken_charge:R:1
C -3.3950 1.0140 4.0109 -0.04 1.26 -0.41 -0.878
C -3.9083 0.9497 2.5060 0.46 -0.96 0.36 -0.472
C -3.3334 -0.2932 1.6812 -1.68 1.24 0.11 -0.351
O -2.1659 0.1495 0.9800 0.48 -0.42 0.43 -0.289
C -1.0208 0.2153 1.8227 0.28 -1.46 0.90 -1.510
C 0.2840 -0.3454 1.0834 -1.14 -0.98 -1.04 2.453
C -0.2653 -1.4830 0.1432 1.10 1.55 1.47 -0.924
N -0.5670 -2.3192 -0.5804 -0.17 -0.23 -0.01 -0.642
C 1.2723 -1.0665 2.0779 -0.16 0.00 0.80 -1.028
C 1.9272 -0.1507 3.1867 0.14 -1.08 1.02 -0.821
C 0.9682 0.1275 4.4354 -0.01 0.73 -1.05 -0.117
N 1.6887 0.6395 5.6154 -0.36 -0.36 -0.26 -0.621
C 0.9584 0.7276 0.0976 -0.23 -0.54 -1.68 2.489
C 0.0051 0.7903 -1.1570 1.52 0.07 1.87 -0.839
N -0.7064 0.8520 -2.0530 -0.12 0.06 -0.18 -0.686
C 1.0131 2.1991 0.6619 -0.67 0.34 -0.68 -0.504
C 1.8766 3.2118 -0.1739 0.54 0.52 0.47 0.488
C 2.0723 3.1938 -1.7202 0.15 0.77 0.07 -1.061
N 2.4635 4.1669 0.4603 -0.75 -0.83 -0.51 -0.782
C 2.3606 0.1821 -0.3851 2.72 0.03 0.40 -0.485
C 3.6145 0.5792 0.3264 -0.67 -2.65 -3.37 -0.286
C 4.8039 -0.0651 -0.2483 -0.25 0.49 0.41 -0.751
C 4.8125 -0.9567 -1.4019 -1.44 1.05 1.33 -0.446
N 3.6483 -1.2975 -2.0282 0.43 1.25 1.81 -0.599
C 2.5247 -0.7502 -1.4996 -1.38 0.68 0.53 -0.075
H -2.5987 0.2694 4.2636 -0.92 0.43 -0.18 0.208
H -2.9259 2.0345 4.1474 -0.42 -1.09 0.09 0.230
H -4.2589 0.9814 4.7221 0.91 -0.29 -0.50 0.340
H -5.0350 0.8939 2.4912 1.21 0.27 -0.05 0.462
H -3.5310 1.8596 1.9569 -0.76 -0.93 0.45 0.202
H -3.1794 -1.2109 2.3104 0.26 0.84 -0.42 0.339
H -4.1437 -0.5575 0.9395 1.28 0.24 0.36 0.252
H -0.8516 1.2081 2.3153 -0.18 -0.64 -0.73 0.187
H -1.2004 -0.5217 2.6670 0.36 0.82 -0.73 0.594
H 0.6482 -1.8298 2.6370 0.59 0.78 -0.66 0.779
H 2.0639 -1.6812 1.5607 -0.89 0.99 0.18 0.387
H 2.7803 -0.7565 3.6249 -0.79 0.63 -0.57 0.329
H 2.3971 0.7910 2.8040 -0.64 -0.78 0.32 0.272
H 0.3756 -0.8019 4.6844 0.72 0.97 -0.22 0.357
H 0.2394 0.9364 4.1266 0.47 -0.97 0.30 -0.116
H 2.6157 0.9959 5.3951 -0.28 -0.33 0.20 0.245
H 1.6940 -0.0197 6.3890 0.33 0.24 -0.37 0.240
H -0.0512 2.5886 0.6320 1.09 -0.41 0.04 0.504
H 1.3297 2.2802 1.7344 -0.13 -0.38 -1.00 0.233
H 3.0235 2.6538 -2.0015 -1.22 0.20 0.32 0.142
H 2.2514 4.2676 -2.0246 -0.19 -1.12 0.48 0.443
H 1.1833 2.8508 -2.3054 0.88 -0.09 0.63 0.277
H 2.2511 4.1105 1.4641 0.21 -0.02 -0.23 0.288
H 3.6371 1.2789 1.1879 0.18 -0.64 -0.89 0.421
H 5.7933 0.1691 0.2253 -1.06 -0.26 -0.57 0.325
H 5.7621 -1.4051 -1.7925 -1.02 0.61 0.48 0.338
H 1.5643 -1.0631 -1.9988 1.15 0.33 0.41 0.478
Br 6.5656 3.1283 -0.8340 0.02 -0.01 0.12 -0.096
C 8.4175 3.0520 -0.2347 -0.15 0.24 -0.20 -0.633
C 9.2116 2.0508 -1.0336 0.19 -0.13 0.17 -0.547
Br 8.8129 0.2254 -0.4802 -0.02 0.03 -0.08 -0.140
H 8.3978 2.8338 0.8306 0.05 -0.06 -0.11 0.375
H 8.8066 4.0588 -0.3877 0.03 -0.10 -0.02 0.345
H 10.2789 2.1762 -0.8514 -0.08 0.02 0.02 0.334
H 9.0207 2.1072 -2.1030 -0.06 0.04 0.12 0.374
Br -1.7989 -2.5066 -4.7774 -0.07 0.08 -0.02 -0.150
C -2.9587 -1.5608 -3.5303 0.32 -0.09 0.11 0.013
C -4.1116 -2.4240 -3.0902 -0.17 0.13 0.08 -0.497
Br -5.4772 -2.5482 -4.4761 0.07 -0.06 -0.02 -0.137
H -3.2709 -0.6424 -4.0218 -0.05 -0.10 0.05 0.436
H -2.3199 -1.3144 -2.6813 -0.08 -0.04 -0.03 -0.320
H -4.6170 -1.9786 -2.2333 0.06 0.01 -0.06 0.261
H -3.8168 -3.4416 -2.8439 0.05 0.11 -0.07 0.420
Br -10.3847 -2.5309 -5.5595 0.09 0.01 0.04 -0.129
C -8.9956 -3.8716 -5.2954 -0.20 0.01 -0.25 -0.095
C -9.3553 -4.8216 -4.1815 0.26 -0.05 0.17 -0.590
Br -9.0886 -4.0019 -2.4347 -0.10 -0.03 -0.03 -0.134
H -8.0656 -3.3347 -5.1211 -0.14 -0.11 0.10 -0.180
H -8.9305 -4.4027 -6.2454 -0.01 -0.02 0.11 0.343
H -8.6962 -5.6896 -4.1917 -0.01 0.09 -0.05 0.335
H -10.3899 -5.1557 -4.2199 0.08 0.10 -0.06 0.391
```
Forces are in eV/Å.

For the gap between HOMO and LUMO, the calculation gives 9.8 eV. Its net charge is 0. Its structure (SMILES) is [H]/N=C(/C)C[C@@](C#N)(c1cccnc1)[C@@](C#N)(CCCN)COCCC.BrCCBr.BrCCBr.BrCCBr. The HOMO energy is -9.56 eV.


(2)
The following is a DFT calculation (ωB97M-V with the def2-TZVPD basis set) of a molecular structure, C25H39F4N6NiOSi3Te in a non-equilibrium geometry.

XYZ file:
```
80
Properties=species:S:1:pos:R:3:forces:R:3:mulliken_charge:R:1
Ni -1.4339 -1.5032 2.0998 0.06 -0.39 1.30 0.146
N -2.2814 -2.2458 3.7388 -0.07 0.17 -0.26 -0.193
C -3.5520 -2.9292 3.4338 -0.09 0.10 -0.13 -0.651
C -4.1913 -2.1863 2.2721 0.03 -0.17 0.18 -0.483
N -3.1523 -2.0330 1.2254 0.23 -0.10 0.15 -0.275
H -1.6305 -2.8471 4.2346 0.13 0.03 -0.04 0.139
H -2.4268 -1.4370 4.3365 0.04 0.02 0.05 0.296
H -4.2233 -2.9585 4.2919 0.00 -0.05 0.00 0.383
H -3.3323 -3.9547 3.1346 0.05 -0.01 0.06 0.370
H -4.5006 -1.1925 2.5969 -0.01 0.02 -0.08 0.378
H -5.0635 -2.7253 1.9001 -0.03 0.07 0.01 0.410
H -3.4688 -1.3972 0.5068 0.01 0.11 -0.14 0.090
H -2.9980 -2.9278 0.7665 0.00 -0.01 -0.09 0.249
F 1.3156 1.3548 1.0185 -0.05 0.04 0.09 -0.448
C 2.5717 1.1459 0.6024 0.17 -0.24 -0.21 0.487
C 3.4805 2.1577 0.7480 0.15 -0.03 -0.08 0.554
F 3.0604 3.2827 1.3146 -0.05 0.14 0.05 -0.393
C 4.8132 2.0456 0.2896 -0.21 -0.23 -0.04 0.148
C 5.1322 0.7958 -0.2929 -0.05 0.28 0.11 0.146
C 4.2168 -0.2186 -0.4219 -0.30 0.00 0.12 0.311
F 4.6114 -1.3583 -0.9786 0.08 -0.10 -0.08 -0.348
C 2.8874 -0.0853 0.0064 0.08 0.35 0.06 0.791
C 1.8830 -1.1079 -0.1730 -0.08 -0.17 0.00 0.493
C 0.6038 -1.0085 0.2843 -0.07 0.10 -0.17 0.583
N -0.5435 -0.9759 0.5495 0.09 0.13 -0.51 -0.529
C 2.1017 -2.3251 -0.8833 0.04 -0.08 -0.18 -0.373
N 2.1713 -3.3049 -1.4848 -0.03 0.01 0.06 -0.582
F 6.3566 0.5920 -0.7489 0.11 -0.11 -0.05 -0.322
C 5.7448 3.1136 0.3708 0.12 0.11 0.06 0.637
C 7.0692 3.0407 -0.1265 0.11 -0.06 -0.06 -0.107
N 8.1525 3.0563 -0.5199 -0.03 -0.01 0.02 -0.489
C 5.4288 4.3755 0.9333 -0.10 0.11 0.03 0.017
N 5.2176 5.4255 1.3594 0.01 -0.04 0.00 -0.515
C -2.2208 3.9498 -2.8515 0.24 -0.14 0.14 -1.058
Si -0.5611 3.4181 -2.1288 -0.03 0.11 -0.07 0.253
C 0.8465 4.2775 -3.0179 -0.17 -0.16 0.16 -1.050
C -0.5001 3.5961 -0.2523 -0.05 0.07 -0.28 -0.668
C -0.4095 1.5165 -2.4717 -0.04 0.16 0.22 -0.468
Te -2.0537 0.5670 -1.5461 -0.11 0.12 -0.53 0.345
C -3.1594 0.1345 -3.3132 0.24 -0.18 0.13 -0.874
Si -2.7596 -1.6338 -3.9664 -0.03 -0.21 0.01 0.079
C -0.9582 -1.6490 -4.4936 -0.31 0.06 0.02 -0.791
C -3.0095 -2.8325 -2.5256 0.03 0.25 -0.18 -0.870
C -3.9813 -2.0061 -5.3388 0.23 0.10 0.13 -1.007
H -2.3248 5.0348 -2.7996 -0.01 0.01 0.04 0.350
H -3.0682 3.5155 -2.3134 -0.01 0.04 0.01 0.345
H -2.3102 3.6668 -3.9029 0.04 0.00 -0.01 0.342
H 0.7892 5.3516 -2.8284 0.00 0.01 0.01 0.354
H 0.7950 4.1278 -4.0973 -0.03 -0.01 0.00 0.330
H 1.8238 3.9344 -2.6744 -0.01 -0.02 0.03 0.318
H -1.2369 4.3163 0.1072 -0.01 0.02 -0.04 0.444
H 0.4791 3.9453 0.0799 0.03 -0.05 -0.01 0.213
H -0.6889 2.6480 0.2575 0.01 0.05 0.03 0.039
H 0.5004 1.1236 -2.0114 -0.01 -0.05 0.07 -0.026
H -0.4155 1.2644 -3.5315 -0.09 -0.09 0.01 0.501
H -2.9059 0.8876 -4.0606 0.05 0.06 0.05 0.369
H -4.2182 0.2290 -3.0660 0.02 -0.01 0.08 0.560
H -0.2898 -1.4609 -3.6489 0.01 -0.03 0.01 0.171
H -0.7561 -0.9004 -5.2625 0.00 0.00 -0.01 0.335
H -0.6893 -2.6222 -4.9074 0.01 -0.02 0.02 0.378
H -2.2394 -2.6841 -1.7623 0.01 -0.02 0.04 0.180
H -2.9237 -3.8628 -2.8745 0.02 0.00 -0.01 0.420
H -4.0003 -2.7216 -2.0756 0.01 0.01 0.00 0.329
H -3.9371 -1.2641 -6.1376 0.02 0.00 0.00 0.332
H -5.0057 -2.0348 -4.9636 0.01 0.01 0.04 0.329
H -3.7630 -2.9802 -5.7810 0.01 -0.01 0.01 0.328
C 0.8428 -2.9096 5.0722 -0.05 0.24 -0.15 -1.279
Si 1.1193 -1.2480 4.1911 0.81 0.20 0.64 0.275
C 2.8294 -1.2824 3.3751 -0.48 -0.11 0.13 -0.793
C 1.1178 0.1638 5.4573 0.03 -0.58 -0.28 -1.099
O -0.0482 -0.9393 3.1364 -0.90 0.04 -0.79 -0.630
H 1.7460 -3.2372 5.5898 0.00 0.00 0.02 0.398
H 0.5809 -3.6990 4.3596 0.05 -0.01 -0.01 0.352
H 0.0521 -2.8462 5.8269 0.00 0.00 0.01 0.317
H 3.6039 -1.4553 4.1247 0.03 0.00 -0.02 0.498
H 3.0374 -0.3282 2.8851 0.02 -0.01 0.03 -0.003
H 2.8924 -2.0783 2.6284 0.06 0.01 -0.01 0.278
H 1.9399 0.0365 6.1648 -0.03 0.08 0.05 0.352
H 0.1797 0.1866 6.0158 0.02 0.04 0.04 0.294
H 1.2386 1.1205 4.9478 0.02 0.03 0.01 0.286
```
Forces are in eV/Å.

For the gap between HOMO and LUMO (alpha / beta), the calculation gives 6.7 / 4.6 eV. Its net charge is +1. The expectation value of S² is 2.211. Its multiplicity is 3. The HOMO energy (alpha / beta) is -9.91 / -10.67 eV.


(3)
The following is a DFT calculation (ωB97M-V with the def2-TZVPD basis set) of 7 unconnected molecules or ions with the total composition C25H39FNO14PS.

XYZ file:
```
82
Properties=species:S:1:pos:R:3:forces:R:3:mulliken_charge:R:1
O 3.5572 -0.7338 4.0127 -0.25 0.57 -0.28 -0.415
C 3.1999 -0.1945 3.0188 0.20 0.10 0.13 0.243
N 3.9723 0.4354 2.0213 -0.15 0.02 -0.04 -0.079
P 4.5910 -0.5135 0.7214 0.43 -0.80 0.12 0.247
S 5.5337 -2.1345 1.1771 -0.16 0.20 0.00 -0.393
O 1.8039 -0.0054 2.8140 0.00 -0.75 0.02 0.031
F 1.5419 -0.6248 1.5529 0.17 0.46 0.12 -0.152
H 4.6926 1.0134 2.4453 0.10 -0.26 0.11 0.354
H 5.3876 0.4460 0.0962 -0.25 0.28 -0.07 0.068
H 3.4641 -0.7064 -0.0597 -0.11 0.24 -0.09 0.111
O 4.0278 4.6814 2.2867 0.00 0.02 0.00 -0.593
C 2.9221 4.3615 2.6103 0.05 -0.13 -0.03 0.509
O 2.3906 4.7006 3.8092 -0.04 0.02 0.04 -0.361
C 1.1044 4.0775 3.9839 -0.04 -0.07 -0.02 -0.530
C 0.6135 3.7778 2.5726 -0.03 0.03 -0.14 0.019
C 1.9239 3.5237 1.8336 -0.22 0.11 0.16 0.023
H 1.2413 3.1689 4.5737 -0.01 -0.02 -0.01 0.242
H 0.4631 4.7591 4.5361 0.06 0.05 0.01 0.331
H -0.0872 2.9454 2.5324 0.03 -0.04 0.09 0.045
H 0.1209 4.6593 2.1571 -0.02 0.01 0.03 0.188
H 2.2300 2.4791 1.9153 0.05 0.01 -0.12 -0.271
H 1.9118 3.8172 0.7879 0.11 -0.08 -0.03 0.383
O -2.8129 1.8155 3.8499 0.08 0.03 0.06 -0.566
C -3.3564 2.7102 3.2705 -0.01 -0.18 -0.14 0.516
O -4.0555 3.6746 3.9090 0.01 0.01 0.03 -0.375
C -4.6718 4.5620 2.9582 -0.02 0.05 -0.08 -0.470
C -3.8467 4.4148 1.6838 0.04 -0.08 0.03 -0.467
C -3.3979 2.9557 1.7735 0.00 0.44 -0.02 -0.318
H -5.7085 4.2492 2.8197 0.00 -0.02 -0.01 0.258
H -4.6587 5.5657 3.3745 0.02 -0.02 0.06 0.342
H -4.4058 4.6587 0.7836 -0.05 -0.03 0.02 0.350
H -2.9779 5.0732 1.7309 0.00 0.01 0.00 0.185
H -4.1246 2.2765 1.3256 0.03 -0.08 0.03 0.343
H -2.4212 2.7789 1.3318 -0.02 -0.17 0.00 0.229
O -3.8576 -3.9902 2.4071 -0.07 0.01 0.02 -0.607
C -2.9028 -3.3424 2.7296 0.05 -0.08 0.00 0.482
O -2.4822 -2.2804 2.0113 0.00 0.05 -0.02 -0.349
C -1.2644 -1.7461 2.5680 0.07 0.06 0.07 -0.069
C -1.2536 -2.2088 4.0200 -0.08 -0.06 0.02 -0.490
C -1.9877 -3.5456 3.9229 0.02 0.27 0.02 -0.393
H -0.4251 -2.1468 1.9991 0.00 -0.04 0.00 0.110
H -1.2840 -0.6649 2.4581 -0.08 0.00 -0.02 0.152
H -0.2500 -2.2731 4.4340 0.02 -0.03 -0.05 0.342
H -1.8302 -1.5139 4.6316 0.02 0.03 -0.01 0.228
H -1.3142 -4.3734 3.6936 -0.02 -0.04 0.01 0.257
H -2.5704 -3.7966 4.8047 -0.01 -0.11 -0.03 0.313
O 4.2072 -0.9029 -2.3341 0.04 0.02 0.01 -0.575
C 4.9701 -0.4554 -3.1451 -0.09 -0.06 -0.06 0.440
O 5.4588 0.7979 -3.0441 0.05 0.06 0.01 -0.367
C 6.2677 1.1142 -4.1987 0.04 -0.01 -0.07 -0.435
C 6.7041 -0.2345 -4.7575 -0.03 -0.06 0.02 -0.487
C 5.5156 -1.1212 -4.3884 0.25 0.12 -0.02 0.110
H 5.6484 1.6727 -4.9022 -0.01 -0.02 -0.02 0.248
H 7.0915 1.7430 -3.8722 -0.03 0.01 0.07 0.318
H 6.9207 -0.2007 -5.8229 -0.08 0.03 -0.02 0.316
H 7.5981 -0.5792 -4.2362 0.01 0.01 0.00 0.297
H 4.7395 -1.0940 -5.1558 -0.01 -0.03 0.00 -0.250
H 5.7843 -2.1528 -4.1794 -0.13 -0.04 0.00 0.362
O 5.4906 -0.2823 -8.8105 0.00 0.02 0.02 -0.571
C 4.3465 -0.5738 -8.6306 0.09 -0.08 -0.05 0.486
O 3.7248 -0.3378 -7.4473 -0.06 0.00 0.13 -0.306
C 2.3893 -0.8764 -7.4619 -0.06 -0.02 -0.06 -0.449
C 2.0178 -0.9738 -8.9382 0.09 0.00 -0.04 -0.508
C 3.3764 -1.2447 -9.5842 -0.21 0.16 0.11 -0.418
H 2.4082 -1.8535 -6.9745 0.00 -0.01 -0.01 0.269
H 1.7475 -0.2094 -6.8926 0.05 0.03 0.03 0.356
H 1.2670 -1.7353 -9.1353 0.03 -0.04 0.03 0.320
H 1.6285 -0.0159 -9.2844 -0.02 0.00 0.01 0.266
H 3.6159 -2.3091 -9.6137 0.03 -0.01 -0.03 0.255
H 3.4842 -0.8295 -10.5818 0.09 -0.07 -0.03 0.317
O -10.5246 -3.3150 2.9375 0.00 0.03 0.01 -0.574
C -9.3451 -3.4373 2.7838 -0.03 -0.11 0.02 0.490
O -8.6565 -2.7145 1.8687 0.04 0.03 -0.04 -0.367
C -7.2761 -3.1297 1.8329 0.06 -0.03 0.02 -0.364
C -7.0216 -3.7839 3.1832 -0.07 -0.08 0.11 -0.322
C -8.3928 -4.3728 3.5086 0.17 0.23 -0.05 -0.450
H -7.1482 -3.8292 1.0049 0.00 -0.02 0.01 0.241
H -6.6592 -2.2544 1.6502 -0.04 0.03 -0.01 0.276
H -6.2093 -4.5038 3.1522 0.00 0.00 -0.05 0.287
H -6.7669 -3.0198 3.9195 0.02 0.01 -0.01 0.227
H -8.5226 -5.3732 3.0914 -0.02 -0.02 0.02 0.258
H -8.6260 -4.3981 4.5692 -0.09 -0.08 -0.01 0.304
```
Forces are in eV/Å.

For the gap between HOMO and LUMO, the calculation gives 8.2 eV. Its net charge is 0. Its structure (SMILES) is O=C(N[PH2]=S)OF.O=C1CCCO1.O=C1CCCO1.O=C1CCCO1.O=C1CCCO1.O=C1CCCO1.O=C1CCCO1. The HOMO energy is -9.00 eV.


no.,molar mass (g mol⁻¹)
1,905.05
2,786.17
3,659.62